1.
ORCA calculation (wB97M-V/def2-TZVPD) on a molecular structure, C43H35F2GeMnNSSi in a non-equilibrium geometry.

Its total charge is +1. The relative energy (zero: lowest compared OMol25 entry of this formula, charge and spin) is 16.88 kJ/mol. Its spin multiplicity is 1. The calculation puts the total energy at -5829.36595 hartree.

The geometry in XYZ format:
```
85
Properties=species:S:1:pos:R:3:mulliken_charge:R:1
Mn 1.634 -0.753 1.062 0.165
S -0.238 -1.818 2.132 -0.737
C 0.496 -0.677 3.306 0.997
C 0.443 -0.792 4.683 -0.674
C 1.096 0.180 5.423 -0.397
C 1.795 1.194 4.777 -0.885
C 1.870 1.185 3.400 -0.464
N 1.234 0.252 2.683 0.146
H -0.097 -1.600 5.149 0.507
H 1.065 0.148 6.504 0.439
H 2.307 1.963 5.336 0.451
H 2.447 1.907 2.839 0.544
F 2.666 -2.487 0.809 -0.413
C 3.434 -1.296 1.320 0.085
F 3.726 -1.614 2.601 -0.195
H 4.355 -1.274 0.743 0.286
C -4.082 -4.221 -1.072 -0.577
C -4.872 -3.519 -0.174 -0.742
C -4.296 -2.569 0.657 -0.500
C -2.926 -2.302 0.595 0.669
C -2.146 -3.016 -0.318 -0.150
C -2.718 -3.972 -1.143 -0.765
Si -2.249 -0.927 1.635 0.583
C -3.132 -0.689 3.246 0.384
C -2.929 -1.497 4.366 -0.581
C -3.669 -1.312 5.523 -0.819
C -4.636 -0.318 5.572 -0.472
C -4.864 0.485 4.465 -0.768
C -4.114 0.305 3.312 -0.160
C -2.148 0.675 0.718 0.917
C -2.710 0.778 -0.555 -0.613
C -2.843 2.015 -1.172 -0.632
C -2.414 3.159 -0.521 -0.640
C -1.828 3.073 0.737 -0.855
C -1.702 1.841 1.351 -0.010
H -4.528 -4.968 -1.715 0.398
H -5.933 -3.716 -0.115 0.430
H -4.922 -2.039 1.366 0.370
H -1.080 -2.833 -0.399 0.150
H -2.101 -4.526 -1.837 0.509
H -2.207 -2.302 4.327 0.760
H -3.500 -1.947 6.382 0.428
H -5.217 -0.174 6.473 0.401
H -5.623 1.255 4.500 0.433
H -4.290 0.953 2.462 0.410
H -3.062 -0.110 -1.065 0.369
H -3.289 2.082 -2.154 0.442
H -2.538 4.126 -0.993 0.414
H -1.491 3.969 1.241 0.445
H -1.280 1.791 2.349 0.455
C 1.779 0.215 -0.166 -0.224
Ge 2.176 0.691 -2.066 1.716
C 3.693 -0.483 -2.359 -0.055
C 3.584 -1.573 -3.219 -0.361
C 4.643 -2.459 -3.372 -0.672
C 5.817 -2.267 -2.663 -0.548
C 5.937 -1.186 -1.797 -0.660
C 4.878 -0.304 -1.644 -0.445
C 2.615 2.554 -2.297 0.078
C 3.889 2.927 -2.723 -0.436
C 4.198 4.266 -2.927 -0.659
C 3.237 5.240 -2.708 -0.508
C 1.962 4.878 -2.294 -0.654
C 1.656 3.541 -2.093 -0.395
C 0.596 0.142 -3.035 0.293
C -0.077 -1.035 -2.712 -0.019
C -1.192 -1.431 -3.435 -0.626
C -1.647 -0.650 -4.489 -0.542
C -0.987 0.524 -4.819 -0.767
C 0.129 0.919 -4.093 -0.581
H 2.671 -1.733 -3.780 0.388
H 4.549 -3.299 -4.047 0.428
H 6.642 -2.957 -2.782 0.408
H 6.855 -1.032 -1.246 0.451
H 4.982 0.530 -0.958 0.648
H 4.645 2.176 -2.915 0.359
H 5.186 4.546 -3.264 0.416
H 3.478 6.283 -2.867 0.390
H 1.208 5.637 -2.134 0.423
H 0.661 3.265 -1.782 0.627
H 0.269 -1.656 -1.889 0.404
H -1.708 -2.346 -3.176 0.333
H -2.517 -0.959 -5.055 0.426
H -1.337 1.131 -5.643 0.425
H 0.639 1.837 -4.361 0.404
```

***

2.
ORCA calculation (wB97M-V/def2-TZVPD) on a molecular structure, C43H35N2P2PdSi.

Its total charge is -1. Its spin multiplicity is 1. The calculation puts the total energy at -2869.26862 hartree.

The geometry in XYZ format:
```
84
Properties=species:S:1:pos:R:3:mulliken_charge:R:1
Pd -0.786 1.018 -0.407 0.767
C -4.404 0.042 0.339 -1.472
Si -2.522 0.024 0.669 -0.064
C -2.105 -1.858 0.618 -0.294
C -2.708 -2.768 1.488 -0.254
C -2.344 -4.107 1.520 -0.875
C -1.355 -4.567 0.663 -0.760
C -0.743 -3.686 -0.218 -0.668
C -1.109 -2.340 -0.246 0.277
P -0.341 -1.126 -1.406 2.252
C -1.433 -1.317 -2.868 0.346
C -1.603 -0.205 -3.689 -0.346
C -2.380 -0.282 -4.838 -0.613
C -3.011 -1.472 -5.170 -0.537
C -2.867 -2.580 -4.346 -0.677
C -2.083 -2.503 -3.203 -0.264
C 1.129 -2.094 -1.971 0.030
C 1.370 -2.524 -3.274 -0.691
C 2.583 -3.115 -3.615 -0.654
C 3.570 -3.296 -2.660 -0.536
C 3.341 -2.871 -1.354 -0.745
C 2.142 -2.266 -1.020 -0.239
C -2.351 0.358 2.553 -0.051
C -3.433 0.602 3.399 -0.595
C -3.260 0.953 4.734 -0.726
C -1.982 1.064 5.257 -0.803
C -0.884 0.825 4.437 -0.511
C -1.059 0.487 3.098 0.164
P 0.362 0.120 1.973 1.691
C 1.672 -0.171 3.257 -0.305
C 1.805 -1.488 3.703 -0.480
C 2.752 -1.832 4.655 -0.608
C 3.607 -0.863 5.167 -0.478
C 3.497 0.446 4.723 -0.705
C 2.535 0.789 3.780 -0.087
C 0.901 1.778 1.379 -1.122
C 2.127 1.890 0.718 -0.058
C 2.575 3.118 0.250 -1.171
C 1.788 4.251 0.415 -0.277
C 0.554 4.150 1.043 -1.111
C 0.105 2.922 1.525 0.540
H -4.974 -0.646 0.975 0.347
H -4.574 -0.254 -0.699 0.255
H -4.815 1.046 0.465 0.334
H -3.469 -2.414 2.177 0.352
H -2.822 -4.787 2.217 0.372
H -1.052 -5.608 0.678 0.388
H 0.030 -4.057 -0.881 0.398
H -1.146 0.733 -3.400 0.287
H -2.502 0.593 -5.465 0.396
H -3.625 -1.532 -6.060 0.347
H -3.369 -3.508 -4.591 0.403
H -1.979 -3.369 -2.562 0.372
H 0.607 -2.402 -4.033 0.320
H 2.749 -3.441 -4.636 0.375
H 4.511 -3.761 -2.926 0.347
H 4.103 -3.003 -0.595 0.420
H 1.975 -1.916 -0.004 0.568
H -4.442 0.520 3.009 0.347
H -4.125 1.135 5.362 0.378
H -1.832 1.339 6.294 0.402
H 0.112 0.911 4.852 0.375
H 1.151 -2.250 3.291 0.428
H 2.829 -2.860 4.990 0.401
H 4.356 -1.129 5.903 0.358
H 4.158 1.209 5.116 0.396
H 2.455 1.819 3.455 0.406
H 2.741 1.005 0.587 0.491
H 3.536 3.189 -0.246 0.428
H 2.136 5.210 0.048 0.396
H -0.071 5.027 1.165 0.387
H -0.849 2.835 2.028 0.442
N 2.995 5.902 -5.098 -0.524
C 2.397 5.175 -4.439 -0.164
C 1.649 4.267 -3.616 0.710
C 0.496 4.698 -2.967 -0.666
C -0.191 3.782 -2.187 -0.889
N 0.202 2.520 -2.035 0.478
C 1.313 2.120 -2.649 -0.059
C 2.072 2.952 -3.455 -0.848
H 0.147 5.715 -3.069 0.478
H -1.095 4.056 -1.657 0.516
H 1.593 1.085 -2.478 0.257
H 2.965 2.587 -3.942 0.507
```